Computed, not measured: a 12-piece molecular cluster, C48H96O20 overall in a non-equilibrium geometry, with ωB97M-V/def2-TZVPD.

Structure (XYZ):
```
164
Properties=species:S:1:pos:R:3:forces:R:3
C -25.8407 -5.3007 9.5087 0.3120 -0.3429 0.7345
C -24.8082 -4.7369 10.5159 0.1213 -0.2609 -1.2388
O -24.7553 -5.6233 11.6337 -0.7165 -1.0181 0.2793
C -24.2364 -5.2386 12.7608 2.0178 3.0461 3.2497
O -23.9559 -4.0419 13.0735 -1.0065 -4.1972 -0.8418
O -23.9730 -6.3593 13.5622 -0.8403 0.6710 -1.2087
C -23.7284 -6.2703 14.9927 0.0470 0.8729 -0.6939
H -25.8621 -4.7472 8.5699 0.0153 0.2007 0.2237
H -26.8370 -5.3685 9.9457 -0.0499 0.4712 0.0284
H -25.6173 -6.3391 9.2639 0.3718 0.0149 -0.0196
H -24.9855 -3.6939 10.7781 -0.1414 -0.2326 0.3511
H -23.8020 -4.8262 10.1062 -0.0185 0.3845 -0.3545
H -24.4144 -5.5304 15.4052 0.3771 0.1302 0.1609
H -22.6739 -6.0474 15.1555 -0.1464 0.4604 0.0433
H -23.9003 -7.2212 15.4969 -0.3415 -0.2017 -0.7125
C -24.4765 -12.8781 23.5655 -0.4727 -0.7409 1.4649
C -24.4743 -11.6071 22.7820 0.2973 0.4660 1.1377
O -23.0918 -11.2004 22.7105 0.7029 1.3078 -0.0323
C -22.5695 -10.3733 23.6800 -0.3473 -0.2974 1.1368
O -23.0367 -10.0660 24.7747 0.3751 -0.6220 -2.2781
O -21.3618 -10.0185 23.2337 0.3857 -0.1477 -0.8034
C -20.4358 -9.2251 23.9960 -0.5651 -0.2768 0.7291
H -23.9882 -13.7251 23.0836 -0.1392 0.1855 -0.3570
H -25.4622 -13.1787 23.9207 -0.3301 -0.0774 -0.5693
H -23.9706 -12.7604 24.5238 0.3545 0.3642 -0.0766
H -24.9829 -10.7702 23.2607 -0.3670 -0.3245 0.2727
H -24.9445 -11.7502 21.8091 0.7652 0.2194 -0.3201
H -19.4469 -9.2463 23.5381 -0.4140 -0.1477 -0.5234
H -20.3036 -9.6660 24.9840 -0.2699 0.1729 0.1339
H -20.7960 -8.1989 24.0682 0.0206 -0.0828 0.0884
C -28.7022 -20.4534 19.5187 -0.4819 0.1849 -0.1194
C -28.1752 -19.4138 18.5514 1.7014 -0.2934 2.7194
O -28.5824 -19.4692 17.2582 -1.8647 -0.2400 -3.0735
C -28.4111 -20.5257 16.4672 2.2806 -2.6832 -0.3261
O -27.7546 -21.5599 16.6928 -1.6906 2.5651 0.2272
O -28.9569 -20.2781 15.2684 -0.2259 0.9541 0.5371
C -28.9198 -21.2477 14.2444 0.0451 -1.2261 -0.7073
H -28.1296 -21.3779 19.4443 -0.4548 -0.0636 0.0966
H -29.7754 -20.5619 19.3617 -0.0280 -0.5385 -0.2163
H -28.6606 -20.0281 20.5215 0.4395 -0.1462 0.0889
H -27.0889 -19.5036 18.5578 0.2318 0.3240 0.1437
H -28.4670 -18.4464 18.9603 0.0944 0.1769 -0.5358
H -28.1010 -21.9661 14.2828 0.1871 0.2794 0.6074
H -28.8418 -20.7890 13.2586 -0.0921 0.5867 0.3385
H -29.8336 -21.8419 14.2402 -0.1441 0.1241 0.2204
C -33.4685 -10.8086 23.3221 -0.5255 0.4757 0.5124
C -32.6441 -10.5487 22.0894 0.1545 -0.8884 0.2605
O -33.2139 -11.2242 20.9638 -0.1144 -0.1478 -1.1094
C -32.8943 -12.4871 20.6567 1.2827 -1.9459 2.8121
O -32.0595 -13.1982 21.2445 -1.3939 1.7803 -1.4420
O -33.7455 -12.9210 19.7555 -1.8248 -0.2551 -1.3151
C -33.7739 -14.3151 19.3180 1.6623 -0.0005 0.9074
H -33.7406 -11.8282 23.5950 0.4185 -0.1708 -0.4565
H -34.3997 -10.2584 23.1874 -0.1522 -0.0498 0.2464
H -32.9463 -10.3796 24.1774 -0.0439 0.0861 0.0831
H -31.6080 -10.8578 22.2272 0.0191 0.1415 -0.1839
H -32.7544 -9.4860 21.8735 0.4400 -0.1388 -0.2648
H -32.7347 -14.4740 19.0298 -0.2584 -0.6645 -0.3599
H -34.4936 -14.5862 18.5457 0.1017 1.3074 -0.2848
H -34.0264 -15.0274 20.1034 0.2407 0.4700 0.5952
C -26.5121 -3.1431 24.3184 -0.5256 -0.1929 -0.0796
C -27.5085 -2.8594 23.1841 1.0149 0.9961 -0.3523
C -28.8471 -2.8387 23.8616 0.8437 -0.2214 0.5732
O -28.6702 -3.8753 24.8046 -0.7769 -1.5840 1.6176
C -27.2989 -4.0704 25.2482 -0.2782 0.8008 -2.0685
H -26.3284 -2.2227 24.8726 0.5497 0.0576 -0.3009
H -25.6257 -3.6718 23.9679 0.2603 0.5823 0.0725
H -27.4918 -3.6548 22.4389 -0.0216 -0.0297 0.0037
H -27.2494 -1.9200 22.6958 -0.0644 -0.0017 -0.2129
H -29.6388 -3.0320 23.1377 -0.2089 -0.4257 0.3534
H -29.1148 -1.9580 24.4454 0.2359 0.5868 -0.3971
H -27.0080 -5.0905 24.9973 -0.2963 -0.2026 0.5653
H -27.0614 -3.7819 26.2721 -0.7326 -0.3686 0.2247
C -12.9727 -7.6970 30.1490 -0.0525 0.1766 0.9879
C -13.9103 -8.8431 30.6156 -0.1274 -0.0060 0.0595
C -14.1477 -8.5423 32.0967 0.2095 -0.6801 -0.0492
O -13.2662 -7.5146 32.4586 0.1703 0.4442 0.7812
C -12.2747 -7.3183 31.4819 -0.2201 -0.0929 -0.7844
H -13.5180 -6.7874 29.8971 -0.2411 -0.3141 -0.6276
H -12.2507 -7.9964 29.3894 -0.2424 0.1660 -0.1110
H -13.4591 -9.8348 30.5834 0.4218 0.1673 -0.4079
H -14.8719 -8.9643 30.1170 0.1530 0.4066 -0.3887
H -13.8880 -9.4408 32.6564 -0.1981 -0.1062 0.3279
H -15.1759 -8.2685 32.3334 0.0616 0.2258 0.0345
H -11.3695 -7.9196 31.5664 0.0397 -0.4276 0.6343
H -11.9738 -6.2782 31.6073 0.0209 0.0442 -0.4577
C -28.7803 -21.1573 28.2759 -1.0226 -2.0804 -1.7856
C -28.5213 -19.7625 28.7316 -0.6549 0.1666 -0.6770
C -27.9763 -20.0243 30.1114 0.4244 1.5507 0.5596
O -28.0846 -21.3798 30.3596 -0.2617 -1.8184 1.5135
C -29.0690 -21.9969 29.5232 1.2506 1.3028 -1.1215
H -27.9190 -21.5979 27.7738 0.4305 0.1345 0.2953
H -29.5398 -21.2970 27.5067 -0.4221 0.4413 0.0477
H -29.4603 -19.2217 28.8497 -0.0276 0.1289 -0.2990
H -27.9148 -19.2605 27.9777 0.2348 0.2523 0.4660
H -28.5672 -19.4274 30.8061 -0.1946 -0.1064 0.4149
H -26.9506 -19.6992 30.2855 0.2038 -0.2785 -0.2091
H -30.1104 -21.9164 29.8347 -0.0036 0.2320 0.5220
H -28.8139 -23.0453 29.3684 0.0431 0.0774 0.2737
C -18.8951 -3.9367 30.5021 -0.7081 -0.7643 -0.3996
C -18.5825 -3.3523 31.8738 0.3156 -0.5392 -0.7779
C -17.7892 -2.1517 31.4596 -0.6964 0.7508 -0.0904
O -18.5495 -1.6542 30.3092 1.0448 0.9251 0.5622
C -19.0777 -2.7227 29.5302 0.6131 -1.2225 2.4521
H -19.7958 -4.5338 30.6449 -0.0343 -0.1990 -0.5997
H -18.1044 -4.5792 30.1145 0.0627 -0.0902 0.2162
H -18.0294 -4.0672 32.4830 -0.1011 0.1112 0.1573
H -19.5508 -3.1111 32.3125 0.2987 0.3304 0.4103
H -16.7405 -2.3628 31.2504 0.0217 -0.4387 -0.6650
H -17.7005 -1.4004 32.2442 -0.6015 0.4567 -0.2797
H -18.4594 -2.9313 28.6571 -0.4405 0.4409 -0.3815
H -20.1438 -2.5498 29.3830 0.2298 0.2345 -0.6031
C -20.3686 -15.7852 28.4511 -0.5124 1.8306 -1.5856
C -19.7453 -15.5445 29.7969 0.4292 -0.9052 0.4614
C -20.4410 -16.6604 30.6236 -0.0737 1.3446 -1.0823
O -20.6393 -17.7066 29.6754 1.1879 -1.3700 1.4570
C -20.7981 -17.1985 28.3727 -0.9648 -0.6403 0.6813
H -19.7607 -15.5857 27.5687 0.2857 0.4823 0.2578
H -21.2788 -15.1961 28.3388 0.1255 0.4542 0.0562
H -19.8211 -14.5316 30.1923 -0.3404 -0.0933 -0.0487
H -18.6816 -15.7814 29.7714 0.1232 -0.0197 -0.0374
H -21.4267 -16.3192 30.9400 -0.1257 0.1153 0.3356
H -19.8284 -16.8869 31.4962 -0.1739 -0.8040 -0.2041
H -21.8715 -17.2849 28.2038 -0.1067 0.0591 -0.6951
H -20.2626 -17.7490 27.5992 0.1433 -0.4501 0.4017
C -27.5619 -12.8323 31.3475 -0.4868 -0.0111 1.2500
C -27.2942 -12.7404 29.8843 1.3019 0.2393 -1.1425
C -28.5691 -12.2699 29.2109 -0.9863 0.1109 1.1647
O -29.5656 -12.1306 30.2986 0.8998 -0.1876 -0.7975
C -29.0818 -12.8758 31.4002 -0.4354 -0.7940 0.2890
H -27.1998 -11.9853 31.9302 0.1716 0.0595 -0.1827
H -27.1332 -13.7489 31.7528 0.0134 0.1284 0.2278
H -26.9867 -13.7042 29.4785 -0.1562 -0.1252 0.0503
H -26.4537 -12.0842 29.6585 -0.0250 0.1599 0.0505
H -28.8653 -13.0424 28.5013 -0.4787 0.2364 -0.1318
H -28.5048 -11.2873 28.7435 0.0022 -0.1811 -0.0949
H -29.3956 -13.9192 31.3686 -0.1129 -0.4445 -0.6558
H -29.5749 -12.5763 32.3250 0.2948 0.8062 -0.0309
C -29.7731 -12.2587 11.8930 0.4318 0.0333 0.1364
C -28.8796 -12.6812 13.0837 -0.4437 0.1302 -0.4028
C -29.2534 -11.6454 14.1475 -0.2006 -0.3354 -0.8287
O -30.5414 -11.1578 13.7558 -1.2013 -0.0343 0.5504
C -31.0499 -11.7910 12.5735 1.6856 -0.0953 -0.1520
H -30.0078 -13.0622 11.1949 0.4106 0.0990 -0.1920
H -29.3540 -11.3747 11.4123 0.2329 -0.2490 -0.3719
H -27.8020 -12.7288 12.9270 -0.0929 0.0864 -0.3459
H -29.2071 -13.6754 13.3876 0.0533 -0.0528 0.2400
H -28.6145 -10.7628 14.1772 0.3071 -0.1566 -0.0466
H -29.2224 -12.1413 15.1177 -0.4967 0.2942 0.2669
H -31.5329 -11.0631 11.9216 -0.3054 0.1149 0.4509
H -31.6826 -12.6683 12.7080 -0.3792 0.1648 0.6961
C -16.0827 -1.9492 16.1222 -0.2202 0.0441 0.9656
C -16.3675 -2.5649 17.5101 1.1579 1.6837 0.3715
C -15.6970 -3.9263 17.4453 -0.4459 1.2918 0.4708
O -15.8758 -4.2945 16.1249 0.0082 -1.3520 -2.0965
C -16.2088 -3.1860 15.2434 -0.1250 0.4182 1.2974
H -15.0903 -1.5007 16.0767 0.2156 -0.3116 -0.0146
H -16.7589 -1.1224 15.9049 -0.2439 -0.2511 -0.2069
H -17.4428 -2.4835 17.6689 -0.0103 -0.8375 0.2210
H -15.8752 -1.9987 18.3008 -0.2153 0.3125 0.1134
H -16.1129 -4.5585 18.2299 -0.4539 -0.7308 -0.6043
H -14.6276 -3.9224 17.6563 0.2550 0.5669 0.1729
H -17.2429 -3.3742 14.9548 0.1111 0.2102 -0.4885
H -15.5285 -3.0061 14.4110 -0.0357 -1.0447 -0.2022
```
Forces are in eV/Å.

Calculated values
**Net charge**: 0
**Frontier orbital gap**: 9.891 eV
**DFT total energy**: -3391.02729 Ha
**SMILES**: CCOC(=O)OC.CCOC(=O)OC.CCOC(=O)OC.CCOC(=O)OC.C1CCOC1.C1CCOC1.C1CCOC1.C1CCOC1.C1CCOC1.C1CCOC1.C1CCOC1.C1CCOC1
**Energy above the lowest of the compared OMol25 structures with the same formula, charge and spin**: 4.217 eV

***

Computed, not measured: one molecule with the formula C6H11NO2 in a non-equilibrium geometry, with ωB97M-V/def2-TZVPD.

Structure (XYZ):
```
20
Properties=species:S:1:pos:R:3:forces:R:3
C -0.6462 -0.3665 0.2684 -0.1422 -0.1186 0.0105
C -1.1317 0.0791 -1.1186 0.1357 0.0122 0.0466
C 0.3219 -1.5525 0.1486 0.0307 0.1341 -0.0514
C -1.8509 -0.7775 1.1216 0.1737 0.1252 -0.0367
C 0.0497 0.7977 0.9689 -0.6155 -0.7476 -0.2393
C 2.8150 1.7510 -0.9746 -0.1449 1.3034 1.9865
O 1.1472 1.3414 0.4084 1.6516 0.4471 -1.2446
N 1.8725 0.9402 -0.9360 -2.0868 -0.7667 1.2548
O -0.3172 1.2793 2.0101 0.2965 -0.0354 -0.3914
H -1.8065 0.9305 -1.0338 -0.0550 0.0343 -0.0140
H -1.6720 -0.7403 -1.5928 -0.0437 -0.0369 0.0168
H -0.3004 0.3539 -1.7639 -0.0248 0.0006 -0.0159
H -0.1957 -2.3971 -0.3062 -0.0540 -0.0297 0.0142
H 1.1792 -1.3078 -0.4744 0.0023 -0.0254 0.0072
H 0.6788 -1.8577 1.1320 0.0131 -0.0469 0.0465
H -2.3723 -1.6085 0.6497 -0.0068 -0.0628 -0.0745
H -1.5323 -1.0829 2.1160 -0.0119 -0.0169 0.0526
H -2.5443 0.0532 1.2344 -0.0470 0.0221 0.0213
H 3.5103 1.7514 -1.7989 0.0297 -0.0484 -0.0443
H 2.7949 2.4130 -0.0588 0.8996 -0.1437 -1.3449
```
Forces are in eV/Å.

Calculated values
**Net charge**: 0
**Frontier orbital gap**: 10.967 eV
**DFT total energy**: -440.38009 Ha
**SMILES**: C=NOC(=O)C(C)(C)C
**Energy above the lowest of the compared OMol25 structures with the same formula, charge and spin**: 2.916 eV